No. 1
Density functional theory data (ωB97M-V with the def2-TZVPD basis set) for one molecule with the formula C4H5FOS in a non-equilibrium geometry.

* structure (SMILES): O=C(CF)[C@@H]1CS1
* ΔE to the lowest compared entry with this formula, charge and spin: 72.5 kJ/mol
* Kohn-Sham gap: 0.3553 Ha
* DFT total energy: -728.6595 hartree
* F_max: 0.0584 Eh/bohr

```
! wB97M-V def2-TZVPD RIJCOSX def2/J DEFGRID3
* xyz 0 1
F -0.188 1.978 -0.073
C 0.209 -0.974 0.334
C -0.301 1.191 -1.160
H -1.275 1.406 -1.696
C 0.280 -0.436 1.668
H 0.010 -1.996 0.219
H 0.467 1.367 -1.832
O -0.706 -1.010 -1.737
S 1.895 -0.651 1.030
C -0.313 -0.287 -0.863
H -0.051 -1.206 2.328
H -0.025 0.617 1.782
*
```

Löwdin population analysis, charges in e, atoms 1 to 6: -0.012, -0.478, -0.142, 0.157, -0.486, 0.099

***

No. 2
Density functional theory data (ωB97M-V with the def2-TZVPD basis set) for one molecule with the formula C12H14N2O in a non-equilibrium geometry.

* structure (SMILES): CC1(C)Cc2ccccc2[C@H](O)N1C#N
* ΔE to the lowest compared entry with this formula, charge and spin: 349.9 kJ/mol
* Kohn-Sham gap: 0.3387 Ha
* DFT total energy: -650.3250 hartree
* F_max: 0.0983 Eh/bohr

```
! wB97M-V def2-TZVPD RIJCOSX def2/J DEFGRID3
* xyz 0 1
C 3.269 -1.370 -0.418
C 0.006 1.204 0.726
H 2.633 1.998 -0.112
N -3.104 -1.844 -1.215
C 3.407 0.063 -0.410
C -0.331 -1.548 0.908
C -2.465 1.517 0.849
C 2.380 0.857 0.022
H -2.313 2.623 0.736
H 1.997 -2.990 -0.227
H -1.639 2.439 -1.422
H -2.274 1.337 1.832
H -0.545 -1.338 1.906
N -1.534 -0.544 0.111
H -3.430 1.122 0.645
H 3.974 -2.005 -0.814
C 1.997 -1.868 -0.079
H -0.449 1.030 -2.038
H -0.401 -3.072 -0.260
C -2.339 -1.222 -0.620
C -1.346 0.886 0.081
H -2.295 0.841 -1.825
C 1.135 0.294 0.398
C -1.445 1.362 -1.385
H -0.088 1.595 1.715
C 0.938 -1.085 0.340
O -0.631 -2.867 0.711
H 0.409 2.176 0.368
H 4.484 0.408 -0.520
*
```

Löwdin population analysis, charges in e, atoms 1 to 6: -0.049, -0.089, 0.152, 0.149, -0.087, -0.177

***

No. 3
Density functional theory data (ωB97M-V with the def2-TZVPD basis set) for C6H21N5O5SY as an isolated structure in a non-equilibrium geometry.

* ΔE to the lowest compared entry with this formula, charge and spin: 27.2 kJ/mol
* Kohn-Sham gap (spin up / spin down): 0.1687 / 0.1687 Ha
* DFT total energy: -1327.3721 hartree
* F_max: 0.0736 Eh/bohr

```
! wB97M-V def2-TZVPD RIJCOSX def2/J DEFGRID3
* xyz 1 1
H 2.479 3.390 -0.992
O -3.222 0.104 -1.231
C -0.610 4.047 -0.966
H -1.556 -4.570 3.308
H -0.102 0.235 3.376
H 2.768 2.186 -2.262
H -3.993 -0.333 -0.802
H -0.055 -5.257 2.730
S -1.373 -1.890 2.640
Y -0.341 -0.147 0.750
N 0.922 -3.168 1.856
H -2.966 1.615 -0.292
H -1.090 -0.116 -1.212
H 1.746 -1.692 -2.221
C 1.997 2.780 -1.772
H -0.736 4.223 -2.043
H 0.041 1.768 2.938
O 2.212 0.017 -1.324
H -2.055 -1.116 0.134
C -0.320 -3.226 2.403
N 1.044 0.688 -0.827
H 2.052 -1.553 1.603
H 1.370 -4.054 1.617
H 1.833 -2.368 0.222
C -1.982 -0.775 -0.938
N 1.327 -2.047 1.064
H -2.004 -1.677 -1.582
H 1.614 3.482 -2.522
O 1.515 -2.670 -2.320
O -2.442 2.275 0.265
H 1.030 -2.703 -3.182
H 0.208 4.695 -0.628
H 2.959 0.628 -1.155
H -1.531 4.336 -0.446
N -0.649 -4.439 2.880
C -0.283 2.628 -0.710
C 0.905 1.990 -1.176
O 0.396 0.858 2.775
N -1.109 1.857 0.043
*
```

Löwdin population analysis, charges in e, atoms 1 to 6: 0.094, -0.118, -0.042, 0.116, 0.026, 0.069

***

No. 4
Density functional theory data (ωB97M-V with the def2-TZVPD basis set) for C11H27N3O8Sr as an isolated structure in a non-equilibrium geometry.

* ΔE to the lowest compared entry with this formula, charge and spin: 21.7 kJ/mol
* Kohn-Sham gap: 0.2934 Ha
* DFT total energy: -1232.4259 hartree
* F_max: 0.0453 Eh/bohr

```
! wB97M-V def2-TZVPD RIJCOSX def2/J DEFGRID3
* xyz 0 1
H -1.183 0.806 2.907
H -3.663 0.458 1.028
H 1.878 -3.070 3.620
H 2.066 -2.376 -4.084
H -3.229 -0.798 -2.197
H 3.407 -0.196 -1.092
O -2.286 -1.049 1.444
H 0.572 2.473 -3.152
N 3.787 2.477 0.637
N -1.100 1.681 1.019
C 2.196 -2.953 -3.167
H 4.848 0.708 -0.848
C -2.982 0.135 1.818
H -0.190 3.337 -0.920
O 1.889 1.403 0.034
C -1.905 1.167 2.175
O -0.701 1.483 -1.722
H -1.992 -1.508 -2.758
C 1.482 -2.279 -2.010
H -3.925 -1.806 0.404
O 1.016 -0.240 2.304
H 4.784 2.534 0.596
H -0.809 1.441 -3.707
N 3.898 0.537 -0.583
H 3.237 3.213 1.037
H -0.367 2.277 1.388
H 3.237 -3.216 -3.001
C -1.066 2.761 -1.225
H 0.677 -2.026 4.509
C -1.867 2.486 0.082
C 3.118 1.479 0.006
H -3.496 -0.044 2.767
H -2.134 3.451 0.538
H 2.324 -1.438 4.244
H -2.816 2.047 -0.232
C -3.106 -2.140 1.050
O -2.377 -1.167 -1.940
C -0.004 1.566 -2.972
Sr -0.172 -0.490 -0.133
H -2.423 1.976 2.710
C 1.534 -2.063 3.835
H -2.523 -2.941 0.613
C 0.894 -1.477 2.540
O 0.325 -2.655 -1.676
H -1.767 3.272 -1.886
H -3.637 -2.492 1.942
O 2.035 -1.344 -1.370
H 0.679 0.718 -3.058
H 1.671 -3.885 -3.390
O 0.165 -2.235 1.877
*
```

Löwdin population analysis, charges in e, atoms 1 to 6: 0.117, 0.116, 0.066, 0.074, 0.055, 0.058

***

No. 5
Density functional theory data (ωB97M-V with the def2-TZVPD basis set) for C22H32Br2CaN3OSe2 as an isolated structure.

* ΔE to the lowest compared entry with this formula, charge and spin: 273.0 kJ/mol
* Kohn-Sham gap: 0.1112 Ha
* DFT total energy: -11725.5030 hartree
* F_max: 0.0068 Eh/bohr

```
! wB97M-V def2-TZVPD RIJCOSX def2/J DEFGRID3
* xyz -1 1
O 0.296 -3.011 0.136
H -5.137 -0.288 -2.818
Ca -0.761 -0.824 0.415
H 3.794 -1.310 -1.813
C -4.604 -0.978 -2.181
Se -0.769 1.529 2.658
C -4.367 -3.198 -1.208
C -3.447 1.799 -2.345
C 1.059 1.915 3.216
H -0.159 2.296 -0.462
H 1.466 -2.898 2.576
C -1.527 3.199 -1.806
H 4.814 1.117 1.264
H -1.476 -2.244 3.024
H -0.995 4.133 -1.892
H 1.648 2.367 1.176
H -0.074 -1.379 3.616
C 1.912 -0.197 -0.157
H 4.950 -0.626 1.621
C -2.858 0.702 -1.587
H 4.364 0.168 -2.605
C -0.459 -1.928 2.745
H 3.291 2.341 -2.116
H 4.634 -0.070 -0.874
H -0.329 3.680 1.383
C 4.432 0.297 1.868
H 1.316 1.185 3.985
C -5.042 -2.236 -2.027
H 3.484 2.151 -0.374
H -0.396 -5.358 0.101
Br -6.630 -2.805 -2.935
H -4.412 1.673 -2.815
Se 2.474 0.031 1.568
C 2.817 1.941 -1.216
C 3.924 -0.233 -1.688
N -2.729 -1.497 -0.666
H 1.881 2.479 -1.070
H 4.538 0.516 2.930
H -2.691 -3.413 0.068
C 2.577 0.439 -1.378
H 1.055 2.899 3.686
N -1.661 0.971 -0.852
H -1.364 3.989 2.811
H 2.997 2.361 2.329
H 2.057 0.607 -3.479
C -3.391 -0.551 -1.496
C -2.792 2.964 -2.446
C 0.406 -3.179 2.537
H -0.338 -5.577 1.819
C 0.199 -3.722 1.143
H 0.662 0.687 -2.386
H 1.851 -1.284 -0.261
Br -3.569 4.416 -3.425
C -3.241 -2.728 -0.580
C 2.053 1.884 2.063
C -1.083 2.159 -1.027
C 1.626 0.206 -2.557
H -4.727 -4.206 -1.081
H -2.024 3.221 1.334
H 0.280 -4.002 3.260
N -0.103 -5.034 1.009
H 1.451 -0.863 -2.703
C -1.157 3.311 1.985
*
```

Löwdin population analysis, charges in e, atoms 1 to 6: -0.100, 0.080, 1.177, 0.085, -0.109, 0.939

***

No. 6
Density functional theory data (ωB97M-V with the def2-TZVPD basis set) for one molecule with the formula C4H7N3S in a non-equilibrium geometry.

* structure (SMILES): [H]/N=C/N(C=C)NC=S
* ΔE to the lowest compared entry with this formula, charge and spin: 263.6 kJ/mol
* Kohn-Sham gap: 0.3409 Ha
* DFT total energy: -719.0022 hartree
* F_max: 0.0211 Eh/bohr

```
! wB97M-V def2-TZVPD RIJCOSX def2/J DEFGRID3
* xyz 0 1
C 1.406 1.289 -0.034
C 2.911 -1.300 -0.360
N 0.609 2.270 -0.074
N -0.380 -0.138 0.584
H 3.343 -0.592 -1.056
H 1.322 -1.911 0.889
H 1.110 3.162 -0.267
H 2.497 1.306 -0.154
C 1.741 -1.134 0.268
S -2.928 -0.339 -0.102
N 0.948 0.011 0.240
C -1.326 -0.360 -0.362
H -0.849 -0.616 -1.347
H 3.468 -2.228 -0.214
H -0.667 0.331 1.462
*
```

Löwdin population analysis, charges in e, atoms 1 to 6: -0.248, 0.008, 0.100, -0.058, 0.048, 0.115